1.
This record from OMol25 describes one molecule with the formula C2H2N2O3 in a non-equilibrium geometry. The level of theory is wB97M-V/def2-TZVPD.

Summary:
- net charge = 0
- HOMO level (eV) = -9.4
- F_max (eV/Å) = 4.62
- E_tot (eV) = -11225.6810
- SMILES string = O=C/N=N\C(=O)O

Element x y z (Å)
O -2.74 0.03 0.29
C -1.78 -0.53 -0.17
N -0.72 -1.19 0.51
N 0.25 -0.51 0.69
C 1.22 0.22 -0.03
O 1.92 -0.27 -0.87
O 1.39 1.41 0.54
H -1.76 -1.00 -1.18
H 2.22 1.83 0.22

2.
This record from OMol25 describes one molecule with the formula C4H5Br3 in a non-equilibrium geometry. The level of theory is wB97M-V/def2-TZVPD.

Summary:
- net charge = 0
- HOMO level (alpha / beta) (eV) = -8.2 / -8.6
- F_max (eV/Å) = 4.42
- E_tot (eV) = -214350.9643

Element x y z (Å)
C 1.87 -0.57 1.61
C 1.29 -1.46 0.88
C -1.93 1.22 -0.95
C -0.75 0.69 -1.67
Br 3.22 -1.25 2.94
Br 1.47 -3.38 1.08
Br -0.02 -0.96 -1.04
H 1.56 0.47 1.58
H -2.57 0.27 -0.72
H -1.59 1.75 0.03
H -2.46 1.95 -1.63
H -0.10 1.29 -2.12

3.
This record from OMol25 describes C8H14LiO8S as an isolated structure in a non-equilibrium geometry. The level of theory is wB97M-V/def2-TZVPD.

Summary:
- net charge = -1
- HOMO level (eV) = -2.4
- F_max (eV/Å) = 12.81
- E_tot (eV) = -35940.8186

Element x y z (Å)
Li -0.53 -0.13 -0.97
S -2.68 -1.14 -3.27
O -2.22 -2.50 -3.55
O -2.46 -0.33 -4.38
O -4.09 -1.18 -2.99
O -1.97 -0.51 -2.19
C 0.23 2.68 -1.72
O 0.33 1.35 -2.12
H 0.58 3.06 -2.57
H 0.78 3.05 -0.81
H -0.74 3.15 -1.41
H -0.01 1.38 -2.97
C 1.92 -1.48 -1.65
O 0.53 -1.80 -1.38
H 2.38 -0.88 -1.01
H 2.19 -1.03 -2.51
H 2.31 -2.62 -1.65
H 0.29 -2.22 -2.05
C 1.33 0.95 2.67
C 0.33 1.13 1.71
C -0.74 0.24 1.76
C -0.70 -0.81 2.72
C 0.37 -0.99 3.64
C 1.22 0.05 3.71
O 2.03 0.08 4.77
O -1.78 0.36 0.89
H 2.21 1.58 2.69
H 0.38 1.87 0.91
H -1.38 -1.68 2.51
H 0.35 -1.80 4.28
H 2.07 -0.33 5.55
H -2.54 0.51 1.40

In the order shown, the computed energy relative to the best compared isomer or geometry (same formula, charge and spin) values come out to 3.124; 4.505; 2.104 eV.